Entry 1:
The following is a quantum chemistry calculation of one molecule with the formula C6H4OS, from OMol25.

Each line ends with the Löwdin charge.
Element x y z (Å)
C  0.763  -0.934  0.157  -0.88
C  -0.268  0.137  0.160  -0.41
C  0.377  1.231  -0.356  -0.16
C  1.050  2.206  -0.784  0.15
C  -1.646  -0.466  -0.143  -0.07
C  -2.841  -0.786  -0.124  0.12
H  2.613  -1.123  1.228  0.19
H  -0.452  0.364  1.325  0.20
H  1.520  3.171  -1.268  0.09
H  -3.809  -1.182  -0.400  0.03
O  1.570  -0.863  1.328  -0.09
S  1.123  -1.756  -1.123  0.83

Molecular weight ... 124.16 g mol⁻¹
LUMO energy ... -0.007 Ha
Spin multiplicity ... 1
Gap between HOMO and LUMO ... 8.99 eV
Relative energy (zero: lowest compared OMol25 entry of this formula, charge and spin) ... 66.76 kcal per mole

=====

Entry 2:
The following is a quantum chemistry calculation of one molecule with the formula C6H4S, from OMol25.

Each line ends with the Löwdin charge.
Element x y z (Å)
C  -0.007  -0.469  -1.110  -0.12
C  0.351  -1.086  0.048  -0.09
C  -0.158  0.939  -1.181  -0.32
C  0.388  -0.657  1.492  -0.18
C  -0.195  2.153  -0.737  0.03
C  -0.371  0.351  1.949  -0.57
S  -1.197  1.603  1.550  0.85
H  0.101  -1.017  -2.086  0.12
H  0.612  -2.114  0.011  0.08
H  -0.557  1.493  -2.106  0.12
H  1.031  -1.195  2.169  0.09

Molecular weight ... 108.16 g mol⁻¹
LUMO energy ... -0.031 Ha
Spin multiplicity ... 1
Gap between HOMO and LUMO ... 7.44 eV
Relative energy (zero: lowest compared OMol25 entry of this formula, charge and spin) ... 69.09 kcal per mole

=====

Entry 3:
The following is a quantum chemistry calculation of one molecule with the formula C6H4S2, from OMol25.

Each line ends with the Löwdin charge.
Element x y z (Å)
C  -1.254  0.005  0.309  -1.17
C  0.084  -0.043  -0.474  -0.45
C  0.840  1.238  -0.135  -0.10
C  1.434  2.244  0.104  0.12
C  0.852  -1.197  -0.117  -0.14
C  1.504  -2.182  0.173  0.15
H  -3.408  -0.024  0.143  -0.15
H  -0.099  -0.055  -1.570  0.13
H  2.039  3.129  0.212  0.04
H  2.016  -3.134  0.317  0.05
S  -2.574  -0.015  -0.856  0.80
S  -1.433  0.035  1.896  0.72

Molecular weight ... 140.23 g mol⁻¹
LUMO energy ... -0.015 Ha
Spin multiplicity ... 1
Gap between HOMO and LUMO ... 8.61 eV
Relative energy (zero: lowest compared OMol25 entry of this formula, charge and spin) ... 22.17 kcal per mole

=====

Entry 4:
The following is a quantum chemistry calculation of one molecule with the formula C6H4S2, from OMol25.

Each line ends with the Löwdin charge.
Element x y z (Å)
C  0.554  1.801  1.836  0.06
C  0.598  -1.277  -0.038  -0.78
C  -0.765  -1.089  0.173  -0.30
C  1.101  0.771  1.635  -0.52
C  -1.885  -0.717  0.183  0.15
C  -0.313  0.549  -1.917  -0.36
S  1.736  -0.774  1.244  0.86
S  1.095  -0.222  -1.716  0.84
H  0.126  2.737  1.791  0.01
H  1.037  -2.210  -0.434  0.07
H  -2.914  -0.706  0.032  0.04
H  -0.372  1.140  -2.788  -0.07

Molecular weight ... 140.23 g mol⁻¹
LUMO energy ... -0.001 Ha
Spin multiplicity ... 1
Gap between HOMO and LUMO ... 8.35 eV
Relative energy (zero: lowest compared OMol25 entry of this formula, charge and spin) ... 87.01 kcal per mole

=====

Entry 5:
The following is a quantum chemistry calculation of a 21-piece molecular cluster, C6H51N2O20 overall, from OMol25.

Each line ends with the Löwdin spin population.
Element x y z (Å)
C  -0.196  -1.449  -1.652  0.00
C  0.572  -0.025  -1.744  0.00
N  0.672  0.590  -0.416  0.01
C  1.147  0.095  0.789  0.36
C  0.966  1.064  1.800  0.24
N  0.603  2.163  1.127  0.07
C  0.401  1.875  -0.200  0.27
C  0.383  3.440  1.797  0.01
H  -1.262  -1.428  -1.426  0.00
H  0.203  -2.184  -0.953  0.00
H  -0.065  -1.816  -2.670  0.00
H  0.041  0.587  -2.473  0.00
H  1.567  -0.252  -2.125  0.00
H  1.420  -0.950  0.819  0.01
H  1.153  1.133  2.862  0.01
H  0.060  2.581  -0.942  0.01
H  0.608  4.213  1.063  0.00
H  1.028  3.533  2.672  0.00
H  -0.658  3.550  2.099  0.00
O  1.895  1.714  -4.068  0.00
H  2.275  2.256  -3.377  0.00
H  0.992  2.023  -4.147  0.00
O  -0.281  -1.374  3.803  0.01
H  -0.917  -0.698  3.567  0.00
H  -0.460  -2.093  3.197  0.00
O  -2.452  1.110  -0.396  0.01
H  -2.860  0.310  -0.065  0.00
H  -2.778  1.193  -1.292  0.00
O  -0.431  2.102  4.877  0.00
H  0.251  2.763  4.994  0.00
H  -0.333  1.520  5.631  0.00
O  2.152  3.817  4.818  0.00
H  2.774  4.520  5.008  0.00
H  2.490  3.062  5.300  0.00
O  -0.942  -3.073  1.119  0.00
H  -1.654  -2.437  1.058  0.00
H  -1.087  -3.668  0.383  0.00
O  2.599  1.287  5.545  0.00
H  3.023  0.595  5.038  0.00
H  1.889  0.844  6.009  0.00
O  -1.365  3.416  -2.778  0.00
H  -1.770  4.120  -2.271  0.00
H  -2.095  2.854  -3.034  0.00
O  -2.157  4.451  4.064  0.00
H  -2.815  4.077  3.480  0.00
H  -1.764  3.694  4.500  0.00
O  2.441  -3.158  0.153  0.00
H  2.567  -4.088  0.340  0.00
H  1.928  -3.143  -0.655  0.00
O  -2.906  -3.262  -2.624  0.00
H  -2.800  -4.090  -2.155  0.00
H  -2.893  -3.507  -3.549  0.00
O  0.881  -1.573  -4.690  0.00
H  0.666  -2.429  -4.321  0.00
H  1.083  -1.751  -5.609  0.00
O  -1.665  -0.510  -4.846  0.00
H  -1.579  0.367  -5.220  0.00
H  -0.765  -0.828  -4.770  0.00
O  -0.498  -4.825  -1.037  0.00
H  -0.324  -4.803  -1.978  0.00
H  -1.349  -5.256  -0.960  0.00
O  -3.697  -0.455  -2.498  0.00
H  -3.527  -1.394  -2.570  0.00
H  -3.213  -0.067  -3.227  0.00
O  2.137  -1.648  4.863  0.00
H  2.138  -2.594  4.719  0.00
H  1.319  -1.346  4.468  0.00
O  -3.102  3.012  1.695  0.00
H  -2.694  2.550  0.963  0.00
H  -3.849  2.465  1.938  0.00
O  4.350  -2.272  1.663  0.00
H  4.955  -3.010  1.584  0.00
H  3.667  -2.452  1.017  0.00
O  -0.623  2.144  -5.089  0.00
H  -0.936  2.552  -4.283  0.00
H  -0.509  2.873  -5.699  0.00
O  2.120  -3.833  -2.999  0.00
H  1.277  -4.156  -3.318  0.00
H  2.578  -4.617  -2.695  0.00

Molecular weight ... 471.47 g mol⁻¹
Net charge ... +2
⟨S²⟩ ... 0.76
LUMO energy (spin up / spin down) ... -0.259 / -0.419 Ha
Spin multiplicity ... 2
Gap between HOMO and LUMO (spin up / spin down) ... 8.06 / 3.69 eV
Relative energy (zero: lowest compared OMol25 entry of this formula, charge and spin) ... 0.00 kcal per mole

=====

Entry 6:
The following is a quantum chemistry calculation of C6H5BiCl2GaNO3 as an isolated structure, from OMol25.

Each line ends with the Löwdin charge.
Element x y z (Å)
Ga  5.437  -2.330  -3.398  0.57
Bi  -0.047  -0.643  0.138  1.51
Cl  3.517  -2.418  -2.430  0.39
Cl  0.267  1.110  -1.535  0.04
C  0.281  1.215  1.690  -0.08
C  6.948  -3.293  -4.104  0.15
C  6.336  -0.745  -4.032  0.12
O  0.006  2.365  1.744  0.17
O  7.917  -3.756  -4.578  0.39
O  6.796  0.264  -4.382  0.38
C  -4.462  1.295  3.236  -0.04
C  -4.410  0.786  1.791  -0.16
C  -3.102  0.555  1.262  -0.05
N  -2.110  0.100  0.868  -0.01
H  -4.077  0.516  3.907  0.10
H  -5.503  1.459  3.504  0.11
H  -3.918  2.234  3.397  0.10
H  -4.926  -0.186  1.793  0.17
H  -4.950  1.475  1.128  0.16

Molecular weight ... 488.72 g mol⁻¹
Net charge ... +4
LUMO energy ... -0.626 Ha
Spin multiplicity ... 1
Gap between HOMO and LUMO ... 5.32 eV
Relative energy (zero: lowest compared OMol25 entry of this formula, charge and spin) ... 1.88 kcal per mole

=====

Entry 7:
The following is a quantum chemistry calculation of a 2-piece molecular cluster, C6H5Br overall, from OMol25.

Each line ends with the Löwdin charge.
Element x y z (Å)
C  2.752  0.024  1.032  -0.07
C  -0.251  0.898  -2.457  0.19
C  1.632  0.155  0.543  -0.07
C  -0.511  0.286  -1.432  -0.21
C  -1.358  -0.123  0.983  -0.16
C  -0.510  -0.397  -0.240  -0.64
Br  -0.138  -2.377  -0.328  0.67
H  3.756  0.144  1.292  -0.03
H  -0.502  1.593  -3.198  0.04
H  -2.238  -0.750  0.847  0.07
H  -1.802  0.912  1.006  0.10
H  -0.831  -0.364  1.953  0.10

Molecular weight ... 157.01 g mol⁻¹
LUMO energy ... -0.056 Ha
Spin multiplicity ... 1
Gap between HOMO and LUMO ... 7.82 eV
Relative energy (zero: lowest compared OMol25 entry of this formula, charge and spin) ... 178.52 kcal per mole

=====

Entry 8:
The following is a quantum chemistry calculation of an isolated ion of composition C6H5BrNO2 and charge -1, from OMol25.

Each line ends with the Löwdin charge.
Element x y z (Å)
C  0.118  -0.817  0.906  -0.40
C  0.398  -2.719  1.649  -0.01
C  0.062  0.303  0.301  -0.17
C  -0.001  -4.182  2.207  -0.78
C  0.365  -1.053  2.363  -0.59
C  -0.014  0.677  -1.081  -0.10
N  0.144  -2.198  0.472  0.11
O  -1.132  -4.136  2.664  -0.02
O  0.799  -5.060  2.087  0.00
Br  1.841  -0.299  3.294  0.62
H  0.328  1.175  0.998  0.13
H  -0.431  -1.147  3.005  0.03
H  -0.570  -0.012  -1.668  0.08
H  0.993  0.687  -1.376  0.07
H  -0.434  1.579  -1.266  0.03

Molecular weight ... 203.02 g mol⁻¹
Net charge ... -1
LUMO energy ... 0.111 Ha
Spin multiplicity ... 1
Gap between HOMO and LUMO ... 7.65 eV
Relative energy (zero: lowest compared OMol25 entry of this formula, charge and spin) ... 53.57 kcal per mole

=====

Entry 9:
The following is a quantum chemistry calculation of C6H5Cl2CoNO3Tb as an isolated structure, from OMol25.

Each line ends with the Löwdin spin population.
Element x y z (Å)
Tb  -0.043  -0.595  -4.337  7.92
Co  -0.157  -0.292  -0.181  1.07
Cl  -0.873  1.530  -3.499  0.00
Cl  0.288  -1.574  -2.066  0.02
C  -0.717  -1.785  0.607  -0.01
C  -0.347  0.137  -6.790  0.02
C  0.286  -2.063  -6.425  0.02
O  -1.076  -2.738  1.162  0.00
O  -0.408  0.230  -7.952  0.00
O  0.408  -2.466  -7.511  0.00
C  0.944  1.211  4.940  0.32
C  -0.264  1.140  3.990  0.18
C  0.023  0.491  2.704  -0.01
N  -0.003  0.227  1.551  0.08
H  1.311  0.211  5.144  0.07
H  0.666  1.646  5.893  0.04
H  1.713  1.880  4.560  0.13
H  -1.143  0.652  4.459  0.07
H  -0.607  2.159  3.754  0.07

Molecular weight ... 427.87 g mol⁻¹
Net charge ... +4
⟨S²⟩ ... 30.05
LUMO energy (spin up / spin down) ... -0.617 / -0.780 Ha
Spin multiplicity ... 11
Gap between HOMO and LUMO (spin up / spin down) ... 6.51 / 2.85 eV
Relative energy (zero: lowest compared OMol25 entry of this formula, charge and spin) ... 6.81 kcal per mole

=====

Entry 10:
The following is a quantum chemistry calculation of a 2-piece molecular cluster, C6H5ClNO2S overall, from OMol25.

Each line ends with the Löwdin charge.
Element x y z (Å)
C  2.331  0.634  -0.002  -0.16
C  1.306  1.328  0.533  -0.08
C  2.154  -0.619  -0.545  -0.11
C  -0.001  0.744  0.609  -0.08
C  0.858  -1.151  -0.568  -0.07
C  -0.168  -0.490  0.091  -0.29
N  -3.418  0.926  -1.147  -0.60
O  -2.530  -1.084  1.492  -0.53
O  -2.032  -2.441  -0.443  -0.49
S  -2.010  -1.109  0.086  0.62
Cl  -4.114  1.897  -0.063  0.38
H  3.291  1.035  -0.435  0.11
H  1.409  2.224  1.019  0.06
H  3.104  -1.071  -0.761  0.09
H  -0.651  1.236  1.178  0.06
H  0.470  -2.057  -1.045  0.10

Molecular weight ... 190.63 g mol⁻¹
Net charge ... -1
LUMO energy (spin up / spin down) ... 0.110 / 0.116 Ha
Spin multiplicity ... 1
Gap between HOMO and LUMO (spin up / spin down) ... 6.28 / 6.52 eV
Relative energy (zero: lowest compared OMol25 entry of this formula, charge and spin) ... 72.79 kcal per mole

=====

Entry 11:
The following is a quantum chemistry calculation of one molecule with the formula C6H5ClO3S, from OMol25.

Each line ends with the Löwdin charge.
Element x y z (Å)
C  0.899  -1.085  0.422  -0.06
C  0.740  0.173  0.765  -0.14
C  0.011  -1.884  -0.661  -0.49
C  -1.178  0.614  -0.760  -0.05
C  -0.385  1.065  0.398  -0.28
C  -1.434  -1.831  -0.366  -0.40
O  0.477  -2.343  -1.672  0.10
O  -3.737  0.596  -1.816  -0.34
O  -3.068  2.151  0.051  -0.34
S  -2.903  0.874  -0.648  0.79
Cl  -1.791  -2.107  1.339  0.66
H  1.922  -1.569  0.605  0.14
H  1.586  0.524  1.416  0.13
H  -0.994  1.149  1.255  0.10
H  0.003  2.055  0.188  0.14
H  -2.275  -2.156  -0.903  0.05

Molecular weight ... 192.62 g mol⁻¹
LUMO energy (spin up / spin down) ... -0.093 / -0.093 Ha
Spin multiplicity ... 1
Gap between HOMO and LUMO (spin up / spin down) ... 7.13 / 7.17 eV
Relative energy (zero: lowest compared OMol25 entry of this formula, charge and spin) ... 75.04 kcal per mole

=====

Entry 12:
The following is a quantum chemistry calculation of one molecule with the formula C6H5ClS, from OMol25.

Each line ends with the Löwdin charge.
Element x y z (Å)
C  -3.318  -0.527  0.153  -0.04
C  -1.827  -0.380  0.117  -0.28
C  -1.007  -0.409  1.195  -0.09
C  0.345  -0.039  0.762  -0.79
C  0.225  0.180  -0.729  -0.69
C  -1.061  0.004  -1.059  -0.06
H  -3.626  -0.594  1.213  0.09
H  -3.625  -1.403  -0.385  0.07
H  -3.843  0.364  -0.290  0.10
H  -1.385  -0.696  2.161  0.11
H  -1.437  0.166  -2.062  0.12
S  1.684  0.003  1.651  0.79
Cl  1.579  0.538  -1.747  0.66

Molecular weight ... 144.63 g mol⁻¹
LUMO energy ... -0.058 Ha
Spin multiplicity ... 1
Gap between HOMO and LUMO ... 7.22 eV
Relative energy (zero: lowest compared OMol25 entry of this formula, charge and spin) ... 9.66 kcal per mole

=====

Entry 13:
The following is a quantum chemistry calculation of one molecule with the formula C6H5F2NO2, from OMol25.

Each line ends with the Löwdin charge.
Element x y z (Å)
C  4.067  -0.060  -0.709  0.13
C  1.017  -0.864  0.771  -0.53
C  2.041  0.576  -1.604  0.10
C  2.134  -0.422  -0.043  -0.06
C  3.468  0.120  -2.074  -0.55
C  -1.237  -0.469  1.152  -0.02
N  3.340  -0.843  0.031  0.13
O  1.051  -1.792  1.487  0.17
O  -0.061  -0.159  0.460  -0.04
F  3.236  -1.037  -2.808  0.06
F  4.001  1.109  -2.837  0.08
H  1.420  0.008  -2.374  0.14
H  2.090  1.663  -1.418  0.11
H  -1.963  -0.001  0.524  0.10
H  -1.055  0.018  2.055  0.09
H  -1.197  -1.561  1.209  0.11

Molecular weight ... 161.11 g mol⁻¹
LUMO energy (spin up / spin down) ... -0.050 / -0.050 Ha
Spin multiplicity ... 1
Gap between HOMO and LUMO (spin up / spin down) ... 7.75 / 7.75 eV
Relative energy (zero: lowest compared OMol25 entry of this formula, charge and spin) ... 53.94 kcal per mole

=====

Entry 14:
The following is a quantum chemistry calculation of C6H5FI4V as an isolated structure, from OMol25.

Each line ends with the Löwdin spin population.
Element x y z (Å)
V  3.601  0.576  0.817  2.16
I  6.236  0.874  1.702  0.82
I  2.649  -1.454  2.336  0.10
I  3.743  0.272  -1.781  -0.03
I  2.338  3.017  1.642  -0.07
F  1.076  -0.183  -0.079  0.01
C  -0.238  -0.279  -0.267  0.00
C  -0.721  0.501  -1.333  0.00
C  -2.127  0.451  -1.453  0.00
C  -2.945  -0.254  -0.515  0.00
C  -2.429  -0.925  0.553  0.00
C  -1.014  -1.000  0.614  0.00
H  -0.022  1.044  -1.952  0.00
H  -2.594  1.033  -2.234  0.00
H  -4.017  -0.332  -0.621  0.00
H  -2.884  -1.601  1.262  0.00
H  -0.651  -1.742  1.309  0.00

Molecular weight ... 654.66 g mol⁻¹
⟨S²⟩ ... 3.83
LUMO energy (spin up / spin down) ... -0.087 / -0.185 Ha
Spin multiplicity ... 4
Gap between HOMO and LUMO (spin up / spin down) ... 6.74 / 4.12 eV